w) Entry from the Open Molecules 2025 dataset: one molecule with the formula C20H27N3O5S (ωB97M-V/def2-TZVPD).

## Properties
Gap between HOMO and LUMO: 9.42 eV
HOMO: -8.9 eV
SMILES string: CCOc1ccc(N(CC(=O)NC2CCCC2)S(=O)(=O)c2c(C)noc2C)cc1
Multiplicity: 1
LUMO energy: 0.5 eV

Positions of all 56 atoms, in Å:
C (3.966, 0.658, -3.831)
C (3.489, 2.008, -3.306)
O (3.047, 1.945, -1.962)
C (1.840, 1.401, -1.668)
C (0.888, 0.980, -2.592)
C (-0.322, 0.464, -2.162)
C (-0.602, 0.346, -0.810)
N (-1.837, -0.162, -0.316)
C (-2.314, -1.402, -0.903)
C (-1.318, -2.538, -0.653)
O (-1.089, -3.394, -1.478)
N (-0.760, -2.486, 0.568)
C (0.305, -3.363, 1.003)
C (1.623, -2.587, 1.167)
C (1.642, -2.189, 2.639)
C (1.104, -3.439, 3.332)
C (-0.003, -3.947, 2.398)
S (-3.038, 1.029, -0.299)
O (-4.160, 0.461, 0.389)
O (-3.249, 1.577, -1.606)
C (-2.296, 2.252, 0.734)
C (-1.559, 3.417, 0.368)
C (-1.215, 3.869, -0.998)
N (-1.202, 4.061, 1.444)
O (-1.669, 3.373, 2.519)
C (-2.330, 2.288, 2.105)
C (-2.939, 1.371, 3.091)
C (0.345, 0.772, 0.116)
C (1.549, 1.294, -0.304)
H (4.342, 0.772, -4.844)
H (3.158, -0.069, -3.833)
H (4.765, 0.279, -3.199)
H (2.707, 2.427, -3.951)
H (4.324, 2.713, -3.278)
H (1.067, 1.054, -3.652)
H (-1.055, 0.159, -2.892)
H (-2.496, -1.329, -1.981)
H (-3.264, -1.629, -0.412)
H (-0.982, -1.692, 1.149)
H (0.380, -4.134, 0.234)
H (1.671, -1.735, 0.490)
H (2.464, -3.247, 0.954)
H (2.636, -1.913, 2.987)
H (0.973, -1.343, 2.811)
H (1.899, -4.181, 3.407)
H (0.735, -3.236, 4.336)
H (-0.980, -3.591, 2.728)
H (-0.038, -5.034, 2.376)
H (-1.958, 3.500, -1.699)
H (-1.161, 4.953, -1.026)
H (-0.242, 3.467, -1.279)
H (-3.441, 1.943, 3.868)
H (-2.171, 0.762, 3.568)
H (-3.649, 0.728, 2.577)
H (0.133, 0.691, 1.172)
H (2.288, 1.628, 0.406)

x) Entry from the Open Molecules 2025 dataset: one molecule with the formula C20H27N3O5S (ωB97M-V/def2-TZVPD).

## Properties
Gap between HOMO and LUMO: 7.70 eV
HOMO: -8.0 eV
SMILES string: CCOCCCNC(=S)N(CCO)Cc1cc2cc3c(cc2[nH]c1=O)OCCO3
Multiplicity: 1
LUMO energy: -0.3 eV

Positions of all 56 atoms, in Å:
C (0.490, 4.172, 0.074)
C (0.463, 3.390, 1.389)
O (1.727, 3.117, 1.943)
C (2.468, 2.069, 1.356)
C (3.456, 2.537, 0.281)
C (4.347, 1.390, -0.192)
N (3.562, 0.347, -0.813)
C (3.389, -0.870, -0.270)
S (4.264, -1.346, 1.069)
N (2.531, -1.741, -0.870)
C (2.301, -3.038, -0.265)
C (1.417, -2.984, 1.006)
O (2.089, -3.405, 2.154)
C (1.717, -1.392, -2.022)
C (0.408, -0.749, -1.629)
C (-0.658, -1.474, -1.213)
C (-1.871, -0.860, -0.788)
C (-2.967, -1.583, -0.306)
C (-4.115, -0.938, 0.101)
C (-4.202, 0.468, 0.005)
C (-3.117, 1.197, -0.448)
C (-1.951, 0.546, -0.839)
N (-0.867, 1.246, -1.293)
C (0.329, 0.704, -1.682)
O (1.241, 1.439, -2.050)
O (-5.332, 1.145, 0.344)
C (-6.471, 0.325, 0.512)
C (-6.106, -0.929, 1.302)
O (-5.148, -1.687, 0.594)
H (-0.515, 4.514, -0.165)
H (0.865, 3.562, -0.745)
H (1.134, 5.041, 0.181)
H (-0.099, 2.450, 1.256)
H (-0.044, 3.987, 2.152)
H (1.786, 1.312, 0.942)
H (3.030, 1.609, 2.176)
H (4.077, 3.328, 0.701)
H (2.918, 2.940, -0.577)
H (4.895, 0.954, 0.646)
H (5.066, 1.765, -0.928)
H (2.873, 0.706, -1.469)
H (3.268, -3.466, 0.018)
H (1.852, -3.685, -1.019)
H (1.038, -1.956, 1.129)
H (0.559, -3.653, 0.907)
H (2.890, -2.858, 2.239)
H (2.273, -0.720, -2.680)
H (1.516, -2.314, -2.573)
H (-0.603, -2.552, -1.188)
H (-2.922, -2.657, -0.236)
H (-3.199, 2.271, -0.498)
H (-0.929, 2.258, -1.335)
H (-7.209, 0.929, 1.040)
H (-6.865, 0.035, -0.471)
H (-6.971, -1.578, 1.439)
H (-5.703, -0.638, 2.281)

The calculated energies rank the structures as follows, beginning with the most stable: x), w).

w) Entry from the Open Molecules 2025 dataset: one molecule with the formula C20H27N3O5S (ωB97M-V/def2-TZVPD).

## Properties
Gap between HOMO and LUMO: 9.47 eV
HOMO: -9.1 eV
SMILES string: C[C@H]1CC[C@@H](NC(=O)Cn2c(=O)oc3cc(S(=O)(=O)N4CCCC4)ccc32)CC1
Multiplicity: 1
LUMO energy: 0.4 eV

Positions of all 56 atoms, in Å:
C (4.021, 6.521, 0.159)
C (3.332, 5.310, -0.463)
C (4.350, 4.318, -1.025)
C (3.647, 3.228, -1.841)
C (2.271, 2.880, -1.253)
N (1.933, 1.505, -1.561)
C (0.806, 1.142, -2.186)
O (-0.035, 1.897, -2.621)
C (0.660, -0.392, -2.299)
N (0.421, -0.979, -1.005)
C (1.428, -1.280, -0.114)
O (2.604, -1.101, -0.291)
O (0.878, -1.807, 1.007)
C (-0.478, -1.805, 0.845)
C (-1.457, -2.225, 1.717)
C (-2.765, -2.092, 1.277)
S (-4.095, -2.647, 2.361)
O (-5.283, -1.940, 1.991)
O (-3.618, -2.574, 3.708)
N (-4.372, -4.255, 2.035)
C (-3.291, -5.170, 2.328)
C (-2.569, -5.425, 0.990)
C (-3.585, -5.006, -0.088)
C (-4.833, -4.570, 0.702)
C (-3.087, -1.545, 0.045)
C (-2.100, -1.120, -0.832)
C (-0.789, -1.272, -0.417)
C (2.271, 3.110, 0.258)
C (2.443, 4.600, 0.570)
H (3.286, 7.198, 0.587)
H (4.591, 7.065, -0.591)
H (4.702, 6.209, 0.947)
H (2.708, 5.659, -1.293)
H (5.071, 4.838, -1.657)
H (4.903, 3.874, -0.195)
H (4.266, 2.328, -1.852)
H (3.523, 3.555, -2.874)
H (1.488, 3.491, -1.712)
H (2.554, 0.790, -1.200)
H (1.581, -0.821, -2.705)
H (-0.181, -0.622, -2.955)
H (-1.241, -2.608, 2.699)
H (-3.726, -6.096, 2.714)
H (-2.660, -4.733, 3.099)
H (-1.662, -4.825, 0.920)
H (-2.290, -6.472, 0.897)
H (-3.198, -4.177, -0.681)
H (-3.820, -5.825, -0.764)
H (-5.549, -5.394, 0.776)
H (-5.341, -3.701, 0.290)
H (-4.130, -1.434, -0.204)
H (-2.344, -0.674, -1.782)
H (1.334, 2.746, 0.685)
H (3.083, 2.528, 0.699)
H (1.466, 5.086, 0.594)
H (2.884, 4.705, 1.563)

x) Entry from the Open Molecules 2025 dataset: one molecule with the formula C20H27N3O5S (ωB97M-V/def2-TZVPD).

## Properties
Gap between HOMO and LUMO: 8.85 eV
HOMO: -8.3 eV
SMILES string: Cc1ccccc1-c1nc(CS(=O)(=O)CC(=O)NCCN2CCOCC2)c(C)o1
Multiplicity: 1
LUMO energy: 0.6 eV

Positions of all 56 atoms, in Å:
C (0.034, 2.935, -3.212)
C (-0.330, 2.416, -4.563)
C (-0.859, 3.279, -5.514)
C (-1.226, 2.839, -6.773)
C (-1.066, 1.505, -7.111)
C (-0.540, 0.628, -6.186)
C (-0.166, 1.066, -4.912)
C (0.395, 0.092, -3.999)
N (0.813, 0.271, -2.777)
C (1.281, -0.945, -2.357)
C (1.771, -1.154, -0.987)
S (0.282, -1.258, 0.071)
O (0.645, -1.721, 1.388)
O (-0.734, -2.015, -0.610)
C (-0.253, 0.489, 0.200)
C (0.711, 1.058, 1.210)
O (1.842, 1.376, 0.897)
N (0.222, 1.153, 2.461)
C (1.094, 1.292, 3.607)
C (1.176, -0.068, 4.310)
N (-0.167, -0.493, 4.671)
C (-0.393, -1.922, 4.517)
C (-1.874, -2.211, 4.756)
O (-2.285, -1.788, 6.038)
C (-2.042, -0.412, 6.206)
C (-0.564, -0.075, 6.003)
C (1.101, -1.850, -3.369)
C (1.365, -3.305, -3.468)
O (0.549, -1.189, -4.410)
H (-0.651, 2.534, -2.465)
H (1.034, 2.615, -2.931)
H (-0.023, 4.020, -3.190)
H (-0.987, 4.321, -5.259)
H (-1.635, 3.536, -7.490)
H (-1.350, 1.152, -8.090)
H (-0.409, -0.413, -6.439)
H (2.317, -2.084, -0.869)
H (2.331, -0.304, -0.604)
H (-0.104, 0.902, -0.795)
H (-1.294, 0.504, 0.502)
H (-0.631, 0.660, 2.690)
H (0.683, 2.053, 4.275)
H (2.075, 1.609, 3.250)
H (1.583, -0.788, 3.597)
H (1.847, -0.011, 5.179)
H (-0.120, -2.211, 3.500)
H (0.208, -2.506, 5.235)
H (-2.070, -3.283, 4.712)
H (-2.472, -1.700, 3.987)
H (-2.360, -0.167, 7.221)
H (-2.644, 0.164, 5.486)
H (-0.420, 1.003, 6.103)
H (0.032, -0.585, 6.781)
H (1.207, -3.635, -4.491)
H (2.387, -3.531, -3.169)
H (0.685, -3.846, -2.810)

The calculated energies rank the structures as follows, beginning with the most stable: w), x).

w) Entry from the Open Molecules 2025 dataset: C3H5I3O as an isolated structure (ωB97M-V/def2-TZVPD).

## Properties
Gap between HOMO and LUMO: 7.62 eV
HOMO: -8.3 eV
Multiplicity: 1
LUMO energy: -0.7 eV

Positions of all 12 atoms, in Å:
C (0.149, -1.390, 0.349)
C (0.434, -0.318, -0.621)
C (-0.063, 1.588, 0.497)
O (-0.413, -0.170, -1.696)
I (-0.038, 2.985, -1.111)
I (-1.946, 1.234, 1.379)
I (1.505, 2.057, 1.976)
H (0.509, -2.293, -0.313)
H (-0.998, -1.649, 0.573)
H (0.718, -1.519, 1.332)
H (1.531, -0.354, -0.968)
H (-1.388, -0.170, -1.399)

x) Entry from the Open Molecules 2025 dataset: C3H5I3O as an isolated structure (ωB97M-V/def2-TZVPD).

## Properties
Gap between HOMO and LUMO (spin up / spin down): 6.86 / 6.85 eV
HOMO (spin up / spin down): -7.4 / -7.4 eV
Multiplicity: 1
LUMO energy (spin up / spin down): -0.6 / -0.6 eV

Positions of all 12 atoms, in Å:
C (-1.776, -0.463, -1.266)
C (-0.656, 0.961, 0.171)
C (2.214, -0.665, 1.637)
O (-1.468, 0.002, 0.097)
I (3.274, -2.428, 0.971)
I (3.532, 0.799, 2.579)
I (1.557, 0.343, -0.226)
H (-0.963, -0.137, -1.982)
H (-2.646, 0.197, -1.521)
H (-1.829, -1.577, -1.229)
H (-0.494, 1.085, 1.277)
H (-0.743, 1.882, -0.508)

The calculated energies rank the structures as follows, beginning with the most stable: w), x).